12
Properties=species:S:1:pos:R:3:nbo_charge:R:1 method="wB97M-V/def2-TZVPD" e_above_lowest_kcal_mol=73.5 homo_lumo_gap_ev="8.314 / 8.400" homo_ev="-8.4 / -8.2"
Cl 2.49 0.50 -0.10 0.007
O 0.23 -1.43 1.21 -0.867
O -0.78 -1.56 -1.10 -0.890
C -0.40 1.84 0.34 -0.541
C 0.94 0.02 -0.63 -0.520
B 0.10 -1.10 -0.14 1.007
H -1.53 -2.16 -0.90 0.498
H -1.25 1.52 -0.26 0.207
H -0.45 -2.01 1.50 0.479
H 0.42 2.52 0.24 0.205
H -0.57 1.42 1.46 0.197
H 0.79 0.45 -1.63 0.218

12
Properties=species:S:1:pos:R:3:nbo_charge:R:1 method="wB97M-V/def2-TZVPD" e_above_lowest_kcal_mol=0.0 homo_lumo_gap_ev=10.270 smiles=C[C@@H](Cl)B(O)O homo_ev=-10.1
Cl 0.36 -1.38 1.79 -0.047
O 0.77 -1.03 -1.46 -0.876
O 1.69 1.06 -0.66 -0.899
C -0.06 0.01 0.80 -0.542
C -1.54 0.09 0.57 -0.634
B 0.83 0.02 -0.54 1.118
H -2.10 -0.72 -0.07 0.225
H 2.35 1.11 -1.46 0.498
H 0.33 0.86 1.42 0.236
H -2.13 -0.13 1.49 0.222
H -1.90 1.05 0.25 0.221
H 1.41 -0.95 -2.13 0.477

10
Properties=species:S:1:pos:R:3:nbo_charge:R:1 method="wB97M-V/def2-TZVPD" e_above_lowest_kcal_mol=13.2 homo_lumo_gap_ev=9.963 smiles=NB1CC1 homo_ev=-9.4
N -0.37 1.26 -1.29 -1.060
C -0.56 -0.63 0.86 -0.744
C 0.90 -0.65 0.45 -0.731
B -0.10 0.31 -0.20 0.806
H 1.82 -0.60 1.04 0.235
H -1.33 -1.43 0.81 0.234
H 0.39 1.85 -1.73 0.402
H -1.31 1.53 -1.62 0.398
H 1.06 -1.52 -0.14 0.223
H -0.49 -0.12 1.82 0.236

10
Properties=species:S:1:pos:R:3:nbo_charge:R:1 method="wB97M-V/def2-TZVPD" e_above_lowest_kcal_mol=1.1 homo_lumo_gap_ev=10.934 smiles="C=CBN" homo_ev=-10.1
N -1.04 -1.07 1.10 -1.015
C 0.91 1.17 -1.13 -0.325
C 0.18 0.78 -0.17 -0.519
B -0.22 -0.70 0.06 0.594
H -1.26 -0.62 1.91 0.384
H -0.93 -2.02 1.35 0.384
H 1.18 0.40 -1.82 0.200
H 1.12 2.25 -1.22 0.197
H 0.37 -1.57 -0.68 -0.090
H -0.33 1.39 0.60 0.190

10
Properties=species:S:1:pos:R:3:nbo_charge:R:1 method="wB97M-V/def2-TZVPD" e_above_lowest_kcal_mol=45.7 homo_lumo_gap_ev=10.127 smiles=NB1CC1 homo_ev=-9.7
N -0.27 1.12 1.83 -1.036
C 0.53 0.04 -1.16 -0.695
C 0.20 -1.02 -0.13 -0.820
B -0.16 0.35 0.24 0.855
H 1.51 0.31 -1.34 0.222
H -0.53 2.10 1.60 0.371
H -0.30 -1.87 -0.50 0.250
H -0.98 0.65 2.37 0.372
H -0.04 0.02 -2.09 0.233
H 1.14 -1.26 0.42 0.247

11
Properties=species:S:1:pos:R:3:nbo_charge:R:1 method="wB97M-V/def2-TZVPD" e_above_lowest_kcal_mol=0.0 homo_lumo_gap_ev=10.693 charge=+1 smiles=[NH3+][C@@H](Br)CBr homo_ev=-14.8
Br 0.29 1.97 1.47 0.044
Br 0.43 -2.45 -0.23 0.116
N -0.72 0.18 -0.84 -0.719
C -0.13 -0.62 0.35 -0.101
C 0.94 0.19 0.98 -0.499
H -0.99 -0.52 -1.64 0.474
H 1.47 -0.06 1.84 0.283
H -1.42 0.85 -0.72 0.458
H 0.05 0.77 -1.26 0.452
H 1.77 0.33 0.31 0.239
H -0.93 -0.78 1.05 0.253

11
Properties=species:S:1:pos:R:3:nbo_charge:R:1 method="wB97M-V/def2-TZVPD" e_above_lowest_kcal_mol=3.3 homo_lumo_gap_ev=10.666 smiles=CC(Br)Br.O homo_ev=-10.1
Br -3.29 -2.32 -0.68 -0.002
Br -2.89 0.11 1.43 0.033
O 3.59 2.82 -0.24 -0.941
C -2.05 -0.87 -0.05 -0.282
C -0.65 -1.27 0.35 -0.664
H -0.07 -1.83 -0.40 0.233
H -0.61 -1.82 1.30 0.227
H 3.50 2.75 -1.22 0.470
H -1.93 -0.18 -0.91 0.220
H -0.17 -0.28 0.49 0.233
H 4.56 2.88 -0.08 0.471

11
Properties=species:S:1:pos:R:3:nbo_charge:R:1 method="wB97M-V/def2-TZVPD" e_above_lowest_kcal_mol=2.4 spin_multiplicity=6 homo_lumo_gap_ev="4.566 / 4.556" charge=+1 homo_ev="-12.6 / -12.6"
Br 0.12 -0.07 -2.97 -0.535
Mn -0.34 0.62 -5.27 1.540
O -1.11 0.89 0.28 -0.711
C 0.88 -0.34 0.97 -0.638
C -0.55 0.05 1.28 -0.069
H 0.92 -1.03 0.12 0.180
H 1.47 0.53 0.69 0.213
H -0.57 0.58 2.24 0.187
H -1.00 0.44 -0.57 0.443
H -1.20 -0.82 1.44 0.162
H 1.37 -0.85 1.80 0.230

11
Properties=species:S:1:pos:R:3:nbo_charge:R:1 method="wB97M-V/def2-TZVPD" e_above_lowest_kcal_mol=141.1 homo_lumo_gap_ev="8.518 / 8.031" homo_ev="-8.0 / -7.7"
Br 2.10 -1.12 -1.03 0.020
P -1.70 -0.66 -1.13 0.667
O -1.19 0.46 0.00 -0.808
C -0.03 0.97 0.45 0.023
C 1.67 -0.86 0.82 -0.537
H 0.29 1.83 -0.10 0.162
H 2.40 -0.16 1.18 0.194
H -1.43 0.13 -2.33 -0.069
H -0.11 1.03 1.56 0.166
H -3.12 -0.06 -0.90 -0.034
H 1.11 -1.55 1.48 0.217

14
Properties=species:S:1:pos:R:3:nbo_charge:R:1 method="wB97M-V/def2-TZVPD" e_above_lowest_kcal_mol=60.4 homo_lumo_gap_ev="8.630 / 7.044" homo_ev="-9.2 / -9.1"
Cl -1.35 -0.21 2.19 -0.268
Cl -0.38 2.79 2.20 -0.278
P -1.03 1.33 0.95 1.497
O 0.23 -1.09 -0.60 -0.363
O -2.26 1.74 0.33 -1.018
N 0.81 0.17 -0.72 -0.048
C 1.77 0.11 0.33 -0.530
C -0.82 -1.24 -1.51 -0.286
H -1.74 -1.52 -0.91 0.193
H 1.63 -0.67 1.09 0.229
H 2.00 1.14 0.63 0.225
H -0.77 -2.18 -1.93 0.197
H 2.78 -0.14 0.07 0.222
H -0.87 -0.23 -2.14 0.227

13
Properties=species:S:1:pos:R:3:nbo_charge:R:1 method="wB97M-V/def2-TZVPD" e_above_lowest_kcal_mol=128.0 homo_lumo_gap_ev="7.757 / 8.046" homo_ev="-7.7 / -8.6"
Cl 3.10 -1.67 -0.30 -0.272
Cl 3.77 1.25 0.67 -0.289
P 2.93 0.23 -0.86 0.610
O -0.05 -0.65 0.30 -0.406
N 0.34 0.58 -0.25 -0.104
C -0.20 -0.68 1.70 -0.262
C -0.15 0.63 -1.58 -0.502
H -0.24 -1.70 1.99 0.206
H 0.51 1.40 -2.01 0.218
H -1.06 1.09 -1.76 0.209
H 0.74 -0.31 2.16 0.183
H -1.00 0.06 1.83 0.197
H -0.31 -0.38 -1.95 0.210

12
Properties=species:S:1:pos:R:3:nbo_charge:R:1 method="wB97M-V/def2-TZVPD" e_above_lowest_kcal_mol=0.0 spin_multiplicity=3 homo_lumo_gap_ev="8.951 / 8.923" homo_ev="-8.3 / -10.8"
Cl -3.89 1.17 0.01 0.039
Cl -2.82 -1.40 0.19 0.071
Si 1.15 0.72 0.31 1.448
O -0.41 0.75 -0.15 -1.101
C 1.74 -1.04 -0.09 -1.108
C -3.64 -0.30 -0.76 -0.105
H 1.24 1.02 1.73 -0.234
H 1.90 1.72 -0.45 -0.233
H -0.87 1.57 -0.30 0.503
H 0.96 -1.77 0.09 0.245
H 2.04 -1.13 -1.12 0.240
H 2.59 -1.30 0.53 0.236

11
Properties=species:S:1:pos:R:3:nbo_charge:R:1 method="wB97M-V/def2-TZVPD" e_above_lowest_kcal_mol=79.4 homo_lumo_gap_ev=10.354 homo_ev=-10.2
Cl 2.15 -1.39 -0.04 -0.314
Si 0.53 -0.31 -0.14 1.771
F -0.89 -1.65 -1.69 -0.766
C -0.52 -0.64 1.38 -1.189
C 0.28 1.34 -1.02 -1.101
H 0.05 -1.00 2.25 0.259
H 1.18 1.78 -1.25 0.252
H -0.02 1.07 -1.97 0.284
H -1.03 0.30 1.75 0.251
H -1.32 -1.34 1.14 0.298
H -0.40 1.85 -0.41 0.253

11
Properties=species:S:1:pos:R:3:nbo_charge:R:1 method="wB97M-V/def2-TZVPD" e_above_lowest_kcal_mol=77.0 homo_lumo_gap_ev=9.384 charge=+1 smiles="CNC(=[NH2+])Cl" homo_ev=-14.5
Cl -2.88 -0.37 -0.13 0.263
N -0.86 1.38 0.09 -0.696
N 0.02 -0.97 0.32 -0.536
C 1.33 -0.63 -0.08 -0.491
C -1.33 0.19 0.01 0.438
H 2.14 -0.03 0.61 0.223
H 0.17 1.47 0.48 0.472
H 1.85 -1.51 -0.46 0.269
H 1.35 0.07 -0.93 0.207
H -0.38 -1.81 -0.07 0.398
H -1.42 2.21 0.15 0.451

12
Properties=species:S:1:pos:R:3:nbo_charge:R:1 method="wB97M-V/def2-TZVPD" e_above_lowest_kcal_mol=0.0 homo_lumo_gap_ev=11.332 charge=+2 smiles="N/C=[NH+]/C(=[NH2+])Cl" homo_ev=-21.4
Cl -2.39 0.92 -0.10 0.298
N 0.08 -0.05 -0.23 -0.569
N 2.04 1.10 -0.07 -0.584
N -1.60 -1.59 0.12 -0.648
C -1.29 -0.34 -0.09 0.489
C 0.83 1.04 0.11 0.448
H -2.59 -1.83 0.08 0.472
H 0.24 1.75 0.68 0.267
H 2.60 1.79 0.40 0.470
H 0.51 -0.94 -0.29 0.435
H -1.07 -2.42 -0.02 0.465
H 2.64 0.56 -0.60 0.458

10
Properties=species:S:1:pos:R:3:nbo_charge:R:1 method="wB97M-V/def2-TZVPD" e_above_lowest_kcal_mol=38.8 homo_lumo_gap_ev=7.866 charge=-1 homo_ev=-4.0
Cl -39.64 -46.69 -29.48 -0.948
O -42.37 -46.54 -30.81 -0.807
C -43.34 -45.69 -29.88 -0.128
C -44.43 -45.06 -30.73 -0.624
H -43.97 -44.39 -31.53 0.218
H -45.24 -45.82 -31.10 0.190
H -42.31 -44.99 -29.73 0.233
H -44.88 -44.59 -30.01 0.189
H -41.62 -46.57 -30.25 0.492
H -43.59 -46.42 -29.18 0.184

12
Properties=species:S:1:pos:R:3:nbo_charge:R:1 method="wB97M-V/def2-TZVPD" e_above_lowest_kcal_mol=21.9 homo_lumo_gap_ev=12.082 smiles="CCO[P@H](=O)Cl" homo_ev=-11.3
Cl -2.67 -1.42 -0.34 -0.297
P -1.92 0.48 -0.33 1.896
O -2.76 1.58 0.12 -1.031
O -0.69 0.35 0.76 -0.795
C 0.46 -0.49 0.61 -0.057
C 1.72 0.17 -0.07 -0.618
H 2.10 -0.53 -0.69 0.205
H 0.23 -1.29 0.04 0.167
H 0.85 -0.95 1.47 0.194
H 1.53 1.00 -0.58 0.208
H 2.47 0.48 0.65 0.207
H -1.33 0.61 -1.63 -0.080

12
Properties=species:S:1:pos:R:3:nbo_charge:R:1 method="wB97M-V/def2-TZVPD" e_above_lowest_kcal_mol=78.7 homo_lumo_gap_ev="8.563 / 5.792" homo_ev="-9.0 / -7.4"
Cl -1.84 -2.08 0.54 -0.321
S 2.45 -1.28 1.21 0.064
P -1.04 -0.38 1.19 0.863
O -2.06 0.69 0.60 -0.826
C 3.26 -0.13 0.08 -0.792
C -2.73 0.71 -0.65 -0.252
H -3.67 1.21 -0.46 0.202
H -2.70 -0.38 -0.97 0.197
H -2.11 1.29 -1.27 0.184
H 2.66 0.04 -0.77 0.219
H 4.35 -0.52 -0.04 0.246
H 3.43 0.84 0.54 0.214

10
Properties=species:S:1:pos:R:3:nbo_charge:R:1 method="wB97M-V/def2-TZVPD" e_above_lowest_kcal_mol=3.1 homo_lumo_gap_ev=10.837 charge=+1 homo_ev=-14.5
Cs 2.24 2.03 -1.10 0.995
O -0.10 0.13 -1.37 -0.784
C -0.72 -0.07 -0.12 -0.071
C 0.29 -0.35 1.00 -0.618
H -1.37 -0.95 -0.20 0.185
H 0.96 0.51 1.06 0.157
H 0.84 -1.23 0.67 0.222
H -1.34 0.79 0.13 0.169
H -0.22 -0.48 1.95 0.246
H -0.60 -0.38 -2.02 0.500

13
Properties=species:S:1:pos:R:3:nbo_charge:R:1 method="wB97M-V/def2-TZVPD" e_above_lowest_kcal_mol=31.8 homo_lumo_gap_ev=10.974 smiles=CN(CO)P(F)F homo_ev=-10.0
P -1.78 0.87 1.52 1.602
F -0.58 1.74 2.28 -0.617
F -1.62 -0.22 2.69 -0.587
O 1.62 0.20 0.81 -0.709
N -0.76 0.18 0.40 -0.823
C -0.63 0.47 -1.05 -0.413
C 0.45 -0.50 0.97 0.084
H -1.06 -0.29 -1.76 0.198
H 0.43 0.69 -1.14 0.227
H 0.38 -0.77 2.00 0.193
H 1.74 0.57 1.72 0.479
H 0.61 -1.36 0.39 0.163
H -1.17 1.32 -1.29 0.203